Record 1
{"formula": "H6O3", "method": "ωB97M-V with the def2-TZVPD basis set", "gap_ev": 11.93, "smiles": "O.O.O", "e_tot_ha": -229.3065, "fmax_ev_per_a": 2.0, "e_lumo_ev": 0.61, "symbols": ["O", "H", "H", "O", "H", "H", "O", "H", "H"], "xyz": [[-0.657, 1.491, 1.118], [-1.239, 0.712, 1.216], [-1.402, 1.966, 0.712], [-0.553, -2.282, -0.255], [-0.822, -2.545, -1.128], [0.135, -1.615, -0.366], [1.557, 0.340, -0.539], [1.995, 1.144, -0.864], [0.984, 0.788, 0.106]], "nbo_charge": [-0.94, 0.48, 0.47, -0.96, 0.47, 0.49, -0.96, 0.47, 0.49]}


Record 2
{"formula": "H6O3", "method": "ωB97M-V with the def2-TZVPD basis set", "gap_ev": 11.05, "smiles": "O.O.O", "e_tot_ha": -229.3104, "fmax_ev_per_a": 0.8, "e_lumo_ev": 0.54, "symbols": ["O", "H", "H", "O", "H", "H", "O", "H", "H"], "xyz": [[0.579, 0.668, 0.298], [1.389, 0.793, 0.793], [0.807, 0.026, -0.375], [-1.372, 2.543, 0.192], [-1.791, 2.520, -0.668], [-0.679, 1.885, 0.140], [0.340, -2.544, -0.411], [1.116, -2.979, -0.058], [-0.389, -2.911, 0.089]], "nbo_charge": [-0.95, 0.48, 0.49, -0.97, 0.46, 0.49, -0.94, 0.47, 0.48]}


Record 3
{"formula": "H6OSi2", "method": "ωB97M-V with the def2-TZVPD basis set", "gap_ev": 10.47, "smiles": "[SiH3]O[SiH3]", "e_tot_ha": -657.7897, "fmax_ev_per_a": 7.4, "e_lumo_ev": 0.39, "symbols": ["Si", "O", "Si", "H", "H", "H", "H", "H", "H"], "xyz": [[-1.778, 0.223, -0.130], [0.050, -0.025, 0.594], [1.649, -0.178, 0.280], [-1.830, -0.654, -1.239], [-2.673, -0.166, 0.841], [-1.474, 1.645, -0.845], [1.569, -0.860, -1.080], [2.152, -1.154, 1.219], [2.334, 1.170, 0.360]], "nbo_charge": [1.21, -1.29, 1.26, -0.21, -0.18, -0.14, -0.22, -0.22, -0.20]}


Record 4
{"formula": "H6Si3", "method": "ωB97M-V with the def2-TZVPD basis set", "gap_ev": [7.58, 5.72], "e_tot_ha": -871.8075, "fmax_ev_per_a": 2.4, "e_lumo_ev": [-0.73, -2.18], "symbols": ["Si", "Si", "Si", "H", "H", "H", "H", "H", "H"], "xyz": [[2.715, -0.745, -0.553], [-3.408, -0.422, -0.305], [2.295, 0.996, 0.643], [3.425, -0.474, -1.815], [-4.571, -1.266, -0.220], [-2.563, -0.526, -1.396], [-2.338, -0.326, 0.644], [1.966, 0.319, 1.897], [2.477, 2.445, 1.106]], "nbo_charge": [0.23, 0.53, 0.34, -0.23, -0.16, -0.20, -0.18, -0.18, -0.16]}


Record 5
{"formula": "H70O35", "method": "ωB97M-V with the def2-TZVPD basis set", "gap_ev": 10.68, "e_tot_ha": -2675.5737, "fmax_ev_per_a": 2.6, "e_lumo_ev": 0.10, "symbols": ["O", "H", "H", "O", "H", "H", "O", "H", "H", "O", "H", "H", "O", "H", "H", "O", "H", "H", "O", "H", "H", "O", "H", "H", "O", "H", "H", "O", "H", "H", "O", "H", "H", "O", "H", "H", "O", "H", "H", "O", "H", "H", "O", "H", "H", "O", "H", "H", "O", "H", "H", "O", "H", "H", "O", "H", "H", "O", "H", "H", "O", "H", "H", "O", "H", "H", "O", "H", "H", "O", "H", "H", "O", "H", "H", "O", "H", "H", "O", "H", "H", "O", "H", "H", "O", "H", "H", "O", "H", "H", "O", "H", "H", "O", "H", "H", "O", "H", "H", "O", "H", "H", "O", "H", "H"], "xyz": [[-12.066, -14.132, -7.778], [-12.783, -13.658, -8.172], [-11.282, -13.613, -8.004], [-12.692, -13.140, -4.759], [-12.149, -13.725, -4.214], [-12.570, -13.326, -5.716], [-16.049, -9.297, -4.795], [-16.224, -8.646, -4.107], [-16.700, -10.001, -4.570], [-13.162, -14.698, 3.083], [-12.957, -13.880, 2.644], [-13.752, -14.457, 3.804], [-14.192, -15.593, -4.631], [-14.103, -16.429, -4.198], [-13.728, -15.725, -5.457], [-10.758, -15.036, 0.222], [-10.597, -15.113, 1.157], [-11.248, -14.187, 0.016], [-16.725, -15.400, 1.537], [-17.010, -15.173, 0.642], [-15.758, -15.594, 1.391], [-8.480, -13.647, -5.797], [-9.205, -13.786, -5.146], [-7.685, -13.801, -5.267], [-14.848, -7.772, -0.146], [-13.956, -7.509, -0.437], [-15.044, -8.595, -0.584], [-11.904, -12.629, -0.752], [-12.316, -12.318, 0.078], [-12.649, -13.049, -1.264], [-14.253, -16.829, 0.733], [-13.611, -16.479, 1.409], [-13.663, -16.873, -0.098], [-14.162, -12.352, -7.938], [-14.001, -11.679, -7.246], [-14.929, -12.794, -7.558], [-16.462, -13.509, -6.592], [-16.999, -13.875, -7.312], [-16.698, -13.827, -5.680], [-19.248, -7.973, -3.541], [-19.424, -8.741, -3.006], [-20.096, -7.832, -3.950], [-16.995, -16.388, -1.457], [-16.108, -16.819, -1.278], [-17.557, -17.172, -1.517], [-9.361, -9.320, -0.934], [-8.693, -8.761, -1.306], [-9.292, -10.096, -1.526], [-12.600, -10.758, -3.826], [-13.127, -10.404, -4.571], [-12.535, -11.736, -4.077], [-10.250, -11.304, -2.627], [-11.069, -10.938, -2.998], [-10.628, -11.672, -1.779], [-11.545, -8.973, 0.716], [-10.735, -8.859, 0.232], [-11.459, -8.391, 1.503], [-9.745, -12.963, -8.240], [-9.212, -12.829, -9.016], [-9.105, -12.940, -7.494], [-14.170, -8.691, 2.341], [-14.888, -8.580, 2.967], [-14.518, -8.305, 1.515], [-16.595, -14.721, -4.096], [-16.758, -15.339, -3.343], [-15.715, -14.867, -4.390], [-15.705, -12.222, -0.800], [-16.106, -12.417, 0.048], [-15.004, -11.521, -0.665], [-13.758, -10.115, -1.355], [-13.313, -10.278, -2.244], [-12.970, -9.873, -0.816], [-9.642, -16.084, -2.134], [-9.877, -15.808, -1.226], [-10.212, -16.812, -2.344], [-14.058, -17.036, -2.102], [-13.240, -17.274, -2.547], [-13.938, -16.053, -1.904], [-16.661, -12.666, 1.968], [-16.762, -13.629, 2.134], [-17.169, -12.174, 2.620], [-13.582, -11.860, 1.985], [-14.544, -11.894, 1.968], [-13.334, -10.903, 2.145], [-13.892, -14.137, -2.111], [-14.549, -13.522, -1.753], [-13.840, -14.109, -3.095], [-16.823, -8.168, -2.138], [-16.339, -7.633, -1.551], [-17.617, -7.695, -2.382], [-11.200, -16.515, -6.161], [-10.610, -16.106, -5.494], [-11.361, -15.762, -6.827], [-9.942, -13.854, -3.811], [-9.951, -13.021, -3.307], [-9.637, -14.533, -3.178], [-17.705, -11.775, -3.381], [-17.025, -11.575, -2.669], [-17.423, -12.650, -3.608], [-13.918, -10.015, -6.114], [-14.767, -9.664, -5.817], [-13.477, -9.482, -6.782], [-12.555, -18.234, -4.190], [-13.364, -18.763, -4.337], [-12.285, -17.729, -5.039]], "lowdin_charge": [-0.07, -0.01, -0.01, -0.04, 0.04, 0.07, -0.05, 0.02, 0.06, -0.05, -0.01, 0.05, -0.03, 0.01, 0.06, -0.06, 0.04, 0.03, -0.07, 0.03, 0.04, -0.09, -0.03, 0.05, -0.05, 0.08, 0.01, -0.07, 0.05, 0.04, -0.10, 0.04, 0.05, -0.07, 0.02, 0.00, -0.07, 0.06, 0.02, -0.03, 0.04, 0.04, -0.06, 0.05, 0.06, -0.05, 0.04, 0.03, -0.11, 0.02, 0.02, -0.08, 0.01, 0.05, -0.06, -0.03, 0.06, -0.05, 0.05, 0.03, -0.07, 0.04, -0.01, -0.06, 0.05, -0.04, -0.06, 0.00, 0.04, -0.09, 0.04, 0.03, -0.05, 0.02, 0.03, -0.09, 0.01, 0.05, -0.06, 0.02, 0.06, -0.07, 0.01, 0.06, -0.05, 0.03, 0.04, -0.02, -0.01, 0.01, -0.09, 0.05, 0.06, -0.06, 0.04, 0.04, -0.07, 0.05, -0.02, -0.05, 0.00, 0.08, -0.10, 0.07, 0.05]}


Copy entry 1 word for word.
{"formula": "H6O3", "method": "ωB97M-V with the def2-TZVPD basis set", "gap_ev": 11.93, "smiles": "O.O.O", "e_tot_ha": -229.3065, "fmax_ev_per_a": 2.0, "e_lumo_ev": 0.61, "symbols": ["O", "H", "H", "O", "H", "H", "O", "H", "H"], "xyz": [[-0.657, 1.491, 1.118], [-1.239, 0.712, 1.216], [-1.402, 1.966, 0.712], [-0.553, -2.282, -0.255], [-0.822, -2.545, -1.128], [0.135, -1.615, -0.366], [1.557, 0.340, -0.539], [1.995, 1.144, -0.864], [0.984, 0.788, 0.106]], "nbo_charge": [-0.94, 0.48, 0.47, -0.96, 0.47, 0.49, -0.96, 0.47, 0.49]}